272
Properties=species:S:1:pos:R:3:forces:R:3:mulliken_charge:R:1 method="wB97M-V/def2-TZVPD" lumo_ev=-3.49 orbital_gap_ev=5.648 e_tot_ev=-187405.248 charge=+2 homo_energy_ev=-9.14 fmax_ev_per_a=3.958
C -3.218 4.496 7.693 -0.9104 -1.7002 -0.0296 -1.018
O -1.826 4.407 7.412 -0.2752 -0.3878 0.6520 0.165
C -1.252 3.253 8.000 -0.9042 -2.1120 -0.3954 -0.891
C -0.073 2.821 7.121 0.7015 -0.0612 1.6098 -0.366
N 0.878 3.952 6.858 -0.6336 -0.5080 2.2020 1.424
H 1.991 3.943 5.524 -0.5087 0.7781 -0.7056 -0.029
H 0.240 4.589 6.394 0.3931 0.5294 0.1125 -1.000
C 1.188 4.565 8.237 -0.0777 1.1243 -1.8542 -0.731
C 2.408 5.460 8.151 -0.5583 0.1382 1.2390 -1.242
O 1.961 6.643 7.567 -0.1644 1.3705 -0.5004 -0.147
C 2.893 7.711 7.742 -0.5163 -0.9777 -1.0774 -0.973
H -3.782 3.679 7.138 0.8065 0.5435 0.7671 0.272
H -3.596 5.401 7.254 -0.0882 0.6904 0.2405 0.309
H -3.422 4.415 8.797 0.1452 0.3117 -0.9937 0.290
H -1.939 2.347 8.018 0.2957 1.2078 -0.5313 0.011
H -1.065 3.363 9.074 0.5023 0.5905 -0.1161 0.555
H -0.472 2.408 6.215 -0.2379 -0.0454 -0.7167 -0.182
H 0.433 1.978 7.656 -0.1534 0.6941 -0.4266 0.702
H 1.304 3.825 8.993 0.0777 -0.8458 0.3145 0.793
H 0.361 5.235 8.521 0.1318 -0.4241 0.1200 0.284
H 3.157 5.010 7.528 0.8081 -0.3918 -0.1576 0.340
H 2.803 5.738 9.167 -0.1467 -0.7210 -0.6468 0.579
H 2.999 7.950 8.767 0.5287 -0.0992 1.3799 0.376
H 2.462 8.593 7.324 -0.2391 0.5151 -0.7529 0.261
H 3.830 7.441 7.250 0.1671 0.2939 0.1818 0.324
C 2.979 -0.238 -11.434 -1.5794 -1.8490 -1.0498 -0.734
O 2.131 -0.579 -10.317 0.5265 0.0193 0.0703 -0.291
C 1.574 0.583 -9.695 1.6589 -0.1416 -1.1337 -0.780
C 0.903 0.350 -8.406 0.1864 -1.2919 0.7841 -0.150
N -0.435 -0.230 -8.509 -0.9019 0.9241 -0.6543 -0.161
H -1.169 0.530 -7.104 -0.4571 1.0345 0.6974 0.518
H -0.851 0.244 -9.319 -0.1986 -0.3078 0.3087 0.334
C -0.453 -1.691 -8.761 1.9008 0.8549 0.9415 -0.225
C -1.699 -2.197 -9.388 -0.4129 -1.0601 0.3690 -0.554
O -1.991 -1.598 -10.602 0.5392 0.8594 -0.7549 -0.373
C -2.821 -2.319 -11.465 -0.9404 -1.0859 0.8285 -0.837
H 2.389 0.347 -12.207 0.8775 -0.1071 0.9964 0.311
H 3.177 -1.231 -11.964 -0.0016 1.3014 0.8596 0.228
H 3.919 0.201 -11.107 -0.0521 0.3423 -0.1088 0.289
H 0.919 0.975 -10.424 -1.1338 0.9630 -0.7690 0.431
H 2.377 1.302 -9.558 0.2702 0.3423 0.1385 0.508
H 0.903 1.261 -7.817 -0.3379 0.3254 -0.0329 -0.191
H 1.540 -0.329 -7.841 0.0031 -0.2169 0.2505 0.333
H -0.323 -2.073 -7.733 -0.2364 -0.6345 -0.7055 0.052
H 0.457 -1.928 -9.324 -0.3071 -0.3197 -0.1743 0.323
H -2.495 -1.992 -8.695 -0.8305 0.0036 0.4886 0.204
H -1.635 -3.296 -9.487 0.1169 0.3676 -0.0415 0.443
H -2.409 -3.280 -11.746 0.5356 -0.4582 0.1066 0.345
H -2.921 -1.788 -12.381 -0.2903 0.7633 -0.5292 0.309
H -3.823 -2.578 -11.024 0.6391 0.6172 -0.2444 0.283
C 8.810 -4.786 -3.425 1.3171 2.3117 1.7545 -0.811
O 8.241 -4.623 -2.106 -1.3366 -0.3629 -0.2740 -0.367
C 6.915 -5.120 -2.116 0.4946 0.1150 -2.5136 -0.506
C 6.332 -5.291 -0.776 -1.2212 0.7487 0.0154 -0.493
N 6.476 -4.093 0.160 -2.3169 -0.0693 -1.1312 -0.015
H 5.891 -4.189 0.993 -0.1971 -0.3353 -0.1283 0.308
H 7.403 -4.103 0.487 1.7209 0.4141 0.4499 0.444
C 6.106 -2.751 -0.480 1.2760 -1.0595 0.0193 -0.346
C 5.749 -1.699 0.516 0.0258 -0.1273 1.1615 -0.272
O 6.749 -1.514 1.475 1.5416 -0.6960 -0.4926 -0.455
C 7.048 -0.175 1.730 0.9667 1.2685 0.4701 -0.510
H 9.375 -5.686 -3.423 0.0621 -1.0675 -0.5150 0.299
H 9.558 -3.957 -3.432 -0.5535 -0.5945 -0.6281 0.268
H 8.055 -4.646 -4.177 -0.0961 -0.1767 -0.5056 0.378
H 6.862 -6.054 -2.758 0.0956 0.2861 1.3563 0.554
H 6.172 -4.516 -2.732 1.1350 0.2815 0.6365 0.171
H 6.627 -6.121 -0.215 0.8308 -1.3280 0.6987 0.677
H 5.310 -5.447 -1.096 -0.7237 0.1701 1.0414 0.108
H 5.262 -2.925 -1.121 -0.3047 -0.1342 -0.3586 -0.008
H 7.020 -2.544 -1.076 -0.7349 0.4300 0.2801 0.363
H 4.896 -1.838 1.174 -0.9628 -0.6711 -0.9553 0.015
H 5.585 -0.854 -0.107 -0.2108 1.2082 -0.4005 0.552
H 7.228 0.413 0.803 0.0382 -0.4781 0.2707 0.339
H 8.019 -0.140 2.338 -1.7086 0.0517 -0.5935 0.265
H 6.168 0.300 2.208 0.6878 -0.0151 0.2710 0.065
C 4.003 -1.618 -3.925 -0.6619 1.0843 -0.0383 -1.122
O 3.731 -0.997 -2.671 0.5524 -0.2284 -0.1766 -0.026
C 2.392 -0.534 -2.547 1.0656 -0.7264 1.4155 -1.744
C 2.221 0.052 -1.160 -0.5249 2.3990 0.2254 1.453
N 0.955 -0.343 -0.604 -0.7416 -0.1483 1.9948 1.637
H 0.206 -0.491 -1.247 -0.1599 -0.3500 -0.9984 -0.225
H 0.902 -1.908 0.535 0.2635 -1.5626 0.3528 0.018
C 0.363 0.611 0.356 0.3590 1.0944 -0.6961 0.794
C -0.922 0.032 0.858 -1.0324 -0.4176 -0.5574 -1.304
O -1.755 -0.322 -0.242 -0.8843 0.6618 -1.5434 0.027
C -2.460 0.779 -0.974 0.6796 -1.6650 2.6159 -0.723
H 3.284 -2.435 -4.097 0.3539 0.1318 -0.1706 0.376
H 5.033 -1.940 -3.926 0.2466 -0.4475 0.2646 0.305
H 3.962 -0.864 -4.742 -0.3711 -0.4431 0.2596 0.322
H 1.691 -1.355 -2.614 -0.1199 -0.3910 -0.3465 0.399
H 2.205 0.176 -3.290 -0.5514 1.1138 -1.3547 0.965
H 2.214 1.205 -1.094 0.4427 -1.3627 -0.7647 -1.131
H 3.016 -0.242 -0.488 0.3493 -0.3663 0.0481 -0.477
H 0.025 1.591 -0.140 0.8881 -0.9208 0.3072 -0.157
H 1.103 0.879 1.131 -0.4466 -0.2324 -0.1321 -0.427
H -1.487 0.753 1.418 0.0529 0.2830 0.8961 0.518
H -0.831 -0.920 1.382 0.2400 0.2385 0.3521 0.488
H -2.600 1.591 -0.277 -0.1737 0.4240 0.1780 0.284
H -3.425 0.395 -1.269 -0.0637 -0.1898 -0.2169 0.324
H -1.864 1.104 -1.776 0.7009 0.3898 -1.2886 -0.027
C 4.587 2.985 -2.606 -1.9126 -1.9532 0.8742 -0.172
O 4.384 3.954 -1.620 -1.2982 0.5561 1.3503 -0.362
C 3.393 3.759 -0.499 1.8908 0.4386 -0.8329 -0.100
C 3.658 4.992 0.391 1.6581 -0.3137 -1.6434 -1.177
N 2.863 6.128 -0.090 -0.0133 0.8738 -1.1004 -0.412
H 1.379 5.741 -0.071 -0.3856 0.1922 0.2310 -0.009
H 3.105 7.009 0.373 0.1148 -0.6206 0.2895 0.348
C 2.950 6.516 -1.575 -2.3921 -1.5739 0.8281 -0.222
C 4.202 7.173 -2.073 0.0690 2.3984 0.3259 -0.772
O 4.906 8.069 -1.149 -2.7417 0.9645 0.0600 -0.391
C 4.114 9.301 -0.957 2.0132 0.7972 -1.8242 -0.707
H 5.391 3.328 -3.230 0.2253 0.0600 -0.3595 0.440
H 3.636 2.759 -3.185 0.9750 0.4786 0.2002 -0.012
H 4.831 1.993 -2.126 0.1519 0.7077 -0.4704 -0.052
H 3.606 2.777 -0.028 -0.0969 0.6840 -0.0702 0.563
H 2.338 3.837 -0.764 -0.0486 -0.4625 -0.7705 0.123
H 4.737 5.249 0.207 -0.7237 -0.4832 0.8523 0.505
H 3.434 4.707 1.410 -0.0307 0.4623 0.3828 0.338
H 1.977 7.058 -1.677 1.1469 0.1957 -0.3362 0.595
H 2.769 5.576 -2.195 0.3893 1.2195 0.7778 -0.220
H 3.949 7.751 -3.028 0.5983 -1.0047 0.9812 0.386
H 4.922 6.420 -2.147 1.1018 -1.1965 -0.9882 0.353
H 3.045 9.206 -0.882 -0.4742 -0.7012 0.5777 0.270
H 4.219 9.940 -1.894 0.0829 -0.7248 0.8673 0.300
H 4.548 9.922 -0.154 -0.2469 -0.7196 -0.1281 0.261
C -4.034 -3.894 -0.373 -0.6119 -1.0890 -1.0211 -1.122
C -4.067 -2.643 0.435 0.9937 2.6133 -1.3623 0.252
N -4.182 -2.689 1.849 -2.8325 0.1946 1.5207 0.584
C -3.343 -3.217 2.769 1.3029 -0.3188 0.1604 -0.752
C -3.993 -3.224 3.959 1.8768 -0.8366 -0.2390 -0.537
N -5.206 -2.669 3.732 -0.8553 -0.2635 1.2226 0.633
C -5.392 -2.342 2.472 -0.2653 0.4853 -2.2359 -0.967
C -6.123 -2.521 4.871 0.4408 -0.5580 0.1273 -0.729
H -4.287 -3.749 -1.435 0.3757 0.7038 0.2062 0.209
H -4.765 -4.649 -0.142 -0.3396 -0.3735 0.8542 0.425
H -3.050 -4.331 -0.360 0.4121 -0.4107 0.1147 0.296
H -4.861 -1.927 0.091 0.6558 -0.8049 0.3539 0.383
H -3.085 -2.159 0.214 -0.7664 0.0468 0.0548 -0.477
H -2.312 -3.404 2.503 -0.0698 -0.4092 0.2421 0.570
H -3.679 -3.685 4.883 -0.0296 0.4310 0.0925 0.453
H -3.535 -4.797 -3.903 -0.0311 -0.2014 -0.5759 0.290
H -7.178 -2.715 4.638 0.4771 0.0400 -0.2985 0.352
H -6.006 -1.524 5.300 -0.0043 -0.1553 0.0532 0.193
H -5.737 -3.310 5.552 -0.7218 0.7388 0.0793 0.254
C -1.995 3.471 2.518 0.9262 -1.1243 -0.1242 0.254
C -0.473 3.618 2.872 -1.3023 1.3953 0.3291 0.752
N -0.371 4.848 3.745 -0.8557 -0.1599 -0.6994 2.036
C 0.420 5.961 3.413 0.1168 -0.9791 0.8787 0.207
C 0.212 6.827 4.428 -1.9085 2.3752 1.1515 -1.366
N -0.899 6.360 5.195 2.1711 0.0866 0.1829 0.457
C -1.214 5.116 4.779 2.2103 1.2513 -1.2499 -1.912
C -1.294 7.078 6.437 -1.3010 -1.7452 0.3224 -0.643
H -2.022 2.663 1.784 -0.2404 -0.0115 -0.0117 -0.464
H -2.483 4.333 2.023 0.5896 -0.2088 0.6436 0.067
H -2.510 3.060 3.421 0.0325 0.5408 -0.5691 -0.123
H 0.231 3.794 2.049 -0.5012 0.0190 -0.0144 -0.488
H -0.122 2.748 3.427 -0.1166 0.1088 0.1495 -0.499
H 1.091 5.982 2.534 -0.6460 -0.1923 0.8996 0.251
H 0.473 7.893 4.731 0.2051 -1.8046 -1.0418 0.446
H -1.882 4.429 5.257 -0.3850 -0.2778 -0.0424 1.254
H -0.630 6.946 7.352 -0.7391 0.0123 -1.6158 0.157
H -2.319 6.713 6.587 0.5336 -0.2685 0.7377 0.079
H -1.556 8.082 6.223 0.7487 1.2705 -0.4695 0.498
C -5.371 -11.123 0.232 -0.3592 0.7148 -1.3510 -1.324
C -5.983 -12.435 0.563 1.2357 -1.0298 -0.0837 -0.219
N -5.706 -13.493 -0.442 0.6667 0.1564 -0.2076 0.128
C -5.566 -14.855 -0.191 0.5071 0.6172 0.0360 -0.282
C -5.121 -15.398 -1.364 -0.8949 -0.5814 -0.2743 -0.510
N -5.090 -14.403 -2.318 0.3695 0.0400 0.0991 0.109
C -5.397 -13.266 -1.712 -0.2687 0.5484 -1.1618 0.008
C -4.879 -14.517 -3.775 -0.4724 -0.5309 -0.3521 -0.820
H -4.288 -11.187 0.040 -0.4162 0.1558 0.4713 0.368
H -5.665 -10.470 1.043 0.5222 0.3442 0.2327 0.382
H -5.848 -10.688 -0.655 0.1766 0.0252 0.0380 0.362
H -7.039 -12.405 0.634 -1.0258 0.2208 0.5737 0.301
H -5.472 -12.731 1.475 -0.5548 -0.5672 0.2275 0.349
H -5.722 -15.213 0.837 0.1249 -0.0896 -0.9287 0.421
H -4.996 -16.412 -1.696 0.2187 -0.2067 0.3614 0.436
H -5.424 -12.367 -2.336 -0.1167 -0.0477 0.9998 0.270
H -3.972 -14.990 -4.082 0.8168 -0.6325 0.6274 0.365
H -4.798 -13.567 -4.281 -0.4501 0.6138 0.4065 0.294
H -5.677 -15.102 -4.240 -0.1132 0.2398 0.2884 0.362
C 1.876 -3.678 1.028 -1.5528 0.5751 0.3515 -0.391
O 2.996 -3.242 1.770 -0.2453 -0.4431 0.3534 -0.015
O 0.772 -2.811 1.029 0.4897 0.9553 0.1361 -0.361
C 2.264 -3.896 -0.440 0.3157 -1.2739 1.8665 0.485
F 1.215 -4.178 -1.190 0.1218 -0.0233 -0.2199 -0.300
F 2.947 -2.906 -0.992 0.1909 -0.0894 -0.1059 0.025
F 3.060 -5.023 -0.368 0.3296 0.2439 -1.0525 -0.352
C 2.753 -3.251 3.215 1.2840 1.3393 0.1565 -0.454
C 4.013 -2.696 3.930 0.7692 -1.5740 -0.2387 -0.770
H 4.057 -2.883 5.015 -0.9474 0.5979 -0.1973 0.446
H 4.960 -3.244 3.712 -0.6357 0.1694 -0.7383 0.261
H 4.170 -1.670 3.658 0.0638 0.5629 0.2148 -0.040
H 2.502 -4.215 3.631 -0.1828 -0.5951 -0.4237 0.370
H 1.955 -2.545 3.416 -0.3670 -0.1130 -0.0064 0.279
H 1.533 -4.678 1.454 0.1805 1.1854 -0.6640 0.341
C -0.505 6.430 -0.307 -0.7791 -0.1861 0.7769 -0.436
O -1.515 6.405 0.769 0.5599 1.4118 -1.9614 -0.242
O 0.393 5.422 -0.091 -0.1900 -0.1181 0.3045 -0.019
C -1.097 6.109 -1.753 0.2148 2.5619 1.3210 0.806
F -1.700 4.979 -1.803 -0.8821 -2.1143 0.0451 -0.184
F -1.955 7.028 -2.290 0.3764 -0.0516 0.6155 -0.340
F -0.036 6.091 -2.546 0.6903 -0.1519 -1.0546 -0.187
C -2.179 7.717 0.760 1.3965 0.5983 1.7388 -0.228
C -3.630 7.637 1.064 -0.1958 -2.4682 0.1169 -1.265
H -4.064 8.610 1.082 -0.3714 0.6937 0.3184 0.447
H -4.184 7.005 0.346 0.2129 0.3145 0.2415 0.288
H -3.647 7.105 2.054 -0.6044 0.7213 -0.7321 0.203
H -1.874 8.276 -0.106 -0.4126 0.0364 -0.7125 0.555
H -1.796 8.362 1.615 0.2858 -0.8951 -0.7056 0.229
H -0.037 7.452 -0.300 -0.2751 -0.7604 -0.2575 0.425
C -3.684 0.789 5.421 -0.3656 -1.0061 0.5416 0.011
O -5.169 0.666 5.661 1.5831 -1.0017 -1.2447 -0.265
O -3.216 1.989 5.402 0.3898 0.8633 -0.5003 -0.433
C -3.052 -0.032 6.587 -0.6605 0.3080 -0.5754 0.710
F -3.410 -1.328 6.567 -0.0352 -0.3855 0.0960 -0.244
F -1.710 -0.005 6.501 0.6843 -0.1238 -0.0255 -0.256
F -3.357 0.443 7.798 -0.1528 0.1718 0.6410 -0.334
C -5.806 1.759 6.256 -1.0982 -0.9802 -0.6124 -0.111
C -7.310 1.312 6.215 3.3608 0.1681 2.0847 -1.267
H -7.875 1.807 6.961 -0.7492 0.4250 0.7399 0.420
H -7.697 1.451 5.276 -0.9939 0.1141 -2.2788 0.342
H -7.109 0.285 6.463 -1.0611 -0.6714 0.0625 0.192
H -5.609 2.639 5.695 0.1473 1.0290 -0.3626 0.140
H -5.401 1.828 7.239 -0.1350 0.5765 1.1820 0.320
H -3.482 0.064 4.554 -0.4947 0.8791 0.1876 -0.313
C -1.038 1.048 -5.155 -0.6855 -2.0024 -0.4056 -0.077
O 0.238 1.525 -4.899 -0.6141 1.3424 0.0231 0.058
O -1.560 1.221 -6.416 0.6492 -0.6112 -0.8571 -0.634
C -1.005 -0.431 -4.852 1.3637 -0.2766 1.4336 0.189
F -2.202 -0.938 -4.681 -0.9849 -0.2756 0.1072 -0.227
F -0.370 -1.156 -5.748 0.3822 -0.5314 -1.3256 -0.270
F -0.279 -0.666 -3.713 -0.6463 0.1888 0.3787 -0.187
C 0.024 2.916 -4.628 -0.1174 2.0520 -1.2798 -0.077
C 0.372 3.841 -5.899 0.9887 -2.5957 0.0011 -1.309
H 1.470 3.961 -5.947 -0.4320 0.2984 0.2091 0.351
H 0.152 3.305 -6.866 -0.2418 0.3695 1.1372 0.245
H -0.125 4.783 -5.928 -0.3404 0.6925 0.3221 0.385
H 0.626 3.216 -3.761 -0.0347 -0.1277 -0.2376 0.217
H -1.065 3.061 -4.376 1.2612 0.1723 -0.0865 0.376
H -1.741 1.442 -4.421 -0.1781 0.1690 -0.0603 0.215
C 2.526 2.458 4.681 -0.6575 -0.4550 -0.2122 0.467
O 3.278 2.264 5.839 -0.0657 -0.0428 0.0620 -0.352
O 2.214 3.824 4.536 0.3789 -1.3676 1.4181 -0.352
C 3.420 2.142 3.503 0.5256 -0.3162 -0.9133 0.124
F 2.812 2.322 2.284 0.1525 -0.3149 0.8144 0.255
F 4.411 2.986 3.591 1.2928 0.9101 -0.6166 -0.297
F 4.017 0.909 3.466 -1.0657 0.2607 0.2020 -0.313
C 3.120 1.081 6.643 -1.5787 1.0338 0.5316 -0.065
C 3.344 1.487 8.069 -0.3973 0.7789 -0.4317 -1.154
H 2.567 2.198 8.333 0.0976 0.2437 0.0452 -0.033
H 3.197 0.660 8.704 -0.0068 -1.2271 0.8385 0.481
H 4.296 1.917 8.251 0.9613 0.4182 0.1472 0.421
H 3.804 0.336 6.310 0.2782 -0.8036 -0.3583 0.557
H 2.053 0.756 6.719 0.6794 -0.1809 -1.1581 0.105
H 1.612 1.839 4.668 0.1920 -0.1015 0.1307 0.263
C -3.487 -4.035 -5.744 -1.0917 0.6664 0.3867 -0.010
O -4.738 -4.561 -6.048 0.0818 -0.2570 -0.9922 -0.378
O -3.344 -3.977 -4.374 1.1284 0.5416 0.7494 -0.326
C -2.452 -4.818 -6.535 -0.4789 -0.6727 0.2041 0.794
F -2.624 -6.124 -6.365 0.1273 -0.9110 0.3347 -0.284
F -2.654 -4.573 -7.821 0.0600 0.2553 -0.7793 -0.264
F -1.181 -4.539 -6.251 0.0255 0.3738 0.2682 -0.235
C -5.834 -3.706 -5.714 -0.1177 0.3311 1.0330 -0.139
C -7.112 -4.504 -5.928 0.3014 -0.3359 -0.1643 -1.199
H -7.084 -4.974 -6.916 0.1052 -0.0174 0.1113 0.302
H -7.169 -5.296 -5.172 -0.0612 0.1117 -0.2020 0.277
H -8.038 -3.934 -5.906 0.1981 0.3276 0.2509 0.392
H -5.807 -2.744 -6.233 0.0938 -0.2486 -0.6362 0.313
H -5.689 -3.409 -4.664 -0.3824 -0.2251 -0.0821 0.230
H -3.395 -3.011 -6.121 0.0235 0.2006 0.2428 0.244